1.
C9H13I2OPbS | ωB97M-V with the def2-TZVPD basis set

Properties
- Kohn-Sham gap (eV) = 7.5
- charge = +1
- energy (Eh) = -1612.1187
- spin multiplicity = 1
- maximum force (eV/A) = 1.201

Geometry (Å):
Pb 3.022 0.188 0.000
I 6.298 0.642 0.127
C 4.964 -0.733 0.987
H 4.907 -0.655 2.064
H 5.116 -1.735 0.607
C 2.867 2.476 -0.110
H 1.820 2.702 0.067
H 3.188 2.759 -1.107
H 3.514 2.880 0.661
I 2.951 -0.787 -2.554
C -0.665 0.844 -1.632
S -0.213 -0.650 -0.719
O 0.711 -0.139 0.392
C -1.808 -0.878 0.064
C -2.181 -0.152 1.181
C -3.483 -0.270 1.641
C -4.387 -1.095 0.984
C -3.987 -1.833 -0.121
C -2.684 -1.735 -0.586
H -1.010 1.583 -0.911
H -1.456 0.583 -2.333
H 0.207 1.204 -2.178
H -1.462 0.481 1.686
H -3.787 0.292 2.514
H -5.407 -1.164 1.339
H -4.684 -2.491 -0.622
H -2.353 -2.316 -1.439

Atomic forces in eV per Å
0.444 0.634 0.026
0.192 -0.060 0.075
-1.080 0.395 -0.346
0.066 0.019 0.005
-0.080 0.003 -0.018
-0.095 -0.784 0.224
0.014 -0.006 0.023
0.030 -0.124 -0.009
-0.015 0.010 -0.001
0.017 -0.068 -0.011
0.215 -0.149 0.088
-0.818 0.148 -0.248
0.779 0.161 0.274
0.240 -0.094 -0.211
0.089 0.058 0.061
0.066 0.039 0.069
0.036 -0.002 -0.042
-0.031 -0.038 -0.004
0.060 -0.016 0.001
-0.042 -0.006 0.011
-0.012 -0.021 0.027
0.039 -0.087 0.009
-0.032 0.021 -0.022
-0.038 -0.023 -0.009
0.006 -0.029 0.015
-0.010 0.010 0.018
-0.040 0.008 -0.006

Here is what natural (NBO) gives for the atomic charges, in e:
1. Pb 1.3191
2. I 0.2596
3. C -0.8117
4. H 0.2377
5. H 0.2435
6. C -0.8818
7. H 0.2360
8. H 0.2460
9. H 0.2417
10. I -0.2601
11. C -0.8020
12. S 1.2549
13. O -1.0032
14. C -0.1726
15. C -0.2391
16. C -0.1888
17. C -0.1729
18. C -0.1906
19. C -0.2395
20. H 0.2460
21. H 0.2581
22. H 0.2474
23. H 0.2383
24. H 0.2330
25. H 0.2341
26. H 0.2351
27. H 0.2318



2.
C9H13IN3 | ωB97M-V with the def2-TZVPD basis set

Properties
- Kohn-Sham gap (eV) = 7.4
- charge = +1
- energy (Eh) = -812.4003
- spin multiplicity = 1
- maximum force (eV/A) = 5.441
- structure (SMILES) = NCC/[N+](=C\I)c1ccccc1N

Geometry (Å):
N 0.335 2.172 1.066
C 0.310 1.866 -0.399
C 1.507 1.045 -0.731
N 1.434 -0.304 -0.120
C 2.486 -1.043 0.158
I 4.473 -0.419 -0.183
C 0.148 -0.883 -0.140
C -0.276 -1.533 -1.362
C -1.497 -2.121 -1.463
C -2.312 -2.275 -0.281
C -1.803 -1.769 0.958
C -0.613 -1.076 0.988
N -0.104 -0.659 2.238
H 1.264 2.581 1.211
H -0.410 2.787 1.371
H 0.425 2.846 -0.961
H -0.612 1.302 -0.583
H 1.675 1.204 -1.799
H 2.409 1.585 -0.197
H 2.357 -1.970 0.556
H 0.371 -1.517 -2.150
H -1.611 -2.746 -2.273
H -3.293 -2.810 -0.425
H -2.291 -1.827 1.832
H -0.020 0.367 2.215
H -0.711 -1.074 2.925

Atomic forces in eV per Å
0.822 -0.761 -0.760
-0.706 1.655 1.236
2.312 2.209 1.802
2.471 -0.494 -1.063
-0.096 4.359 -1.564
-1.173 -0.420 0.286
-1.900 -2.671 -1.794
-0.377 1.858 3.370
-0.225 -0.276 3.353
0.704 0.426 -0.016
-0.238 -0.716 -5.388
1.375 0.553 1.070
-0.149 0.081 -1.005
-0.753 0.235 0.571
0.212 0.176 -0.189
-0.564 -1.333 0.099
0.106 0.618 -0.507
0.217 -1.381 -0.090
-1.476 -1.110 -1.160
-0.524 -2.558 1.051
1.647 0.009 -2.175
-1.027 -0.853 -1.941
1.221 0.652 0.668
-2.020 -0.506 2.820
0.024 -0.410 0.613
0.118 0.659 0.712

Here is what natural (NBO) gives for the atomic charges, in e:
1. N -0.8642
2. C -0.2489
3. C -0.2591
4. N -0.2956
5. C 0.1413
6. I 0.3291
7. C 0.0015
8. C -0.1672
9. C -0.2341
10. C -0.1226
11. C -0.2358
12. C 0.1824
13. N -0.8395
14. H 0.3626
15. H 0.3913
16. H 0.2139
17. H 0.2299
18. H 0.2648
19. H 0.2236
20. H 0.2251
21. H 0.2111
22. H 0.2292
23. H 0.2445
24. H 0.2156
25. H 0.4203
26. H 0.3808



3.
C9H13LiNO2Si | ωB97M-V with the def2-TZVPD basis set

Properties
- Kohn-Sham gap (eV) = 5.8
- charge = -1
- energy (Eh) = -853.1366
- spin multiplicity = 1
- maximum force (eV/A) = 1.720

Geometry (Å):
Li 8.827 4.809 7.121
O 12.398 4.821 8.564
C 11.192 4.815 8.292
O 10.616 4.829 7.155
C 10.216 4.767 9.483
C 10.648 4.826 10.805
C 9.696 4.833 11.814
C 8.347 4.755 11.475
C 8.006 4.677 10.138
N 8.916 4.692 9.156
H 11.713 4.876 10.965
H 10.012 4.874 12.848
H 7.576 4.739 12.230
H 6.961 4.617 9.842
C 5.240 4.905 4.931
Si 6.235 4.860 6.544
C 5.417 6.272 7.513
C 5.453 3.361 7.416
H 4.191 4.877 5.244
H 5.446 4.047 4.275
H 5.411 5.826 4.364
H 4.342 6.057 7.469
H 5.624 7.228 7.021
H 5.723 6.344 8.562
H 4.369 3.551 7.439
H 5.801 3.220 8.444
H 5.645 2.447 6.853

Atomic forces in eV per Å
-0.512 -0.019 -0.204
-0.346 0.054 -0.088
0.034 -0.162 -0.446
0.848 0.052 0.634
-0.560 0.048 -0.127
-0.325 0.033 -0.259
0.109 -0.147 -0.235
0.342 -0.041 0.100
0.118 0.072 -0.244
0.118 0.041 0.618
0.118 0.017 0.165
-0.068 0.048 0.092
-0.055 0.029 0.072
0.183 -0.006 -0.096
-0.222 -0.046 -0.115
1.718 -0.081 0.022
-0.333 0.101 -0.088
-0.462 0.056 0.004
-0.276 -0.024 -0.282
-0.054 0.201 0.160
-0.004 -0.103 0.032
-0.169 0.325 0.168
-0.122 0.000 0.128
0.010 -0.013 -0.095
-0.056 -0.283 0.110
0.005 -0.034 -0.076
-0.039 -0.118 0.050

Here is what natural (NBO) gives for the atomic charges, in e:
1. Li 0.7160
2. O -0.7000
3. C 0.7363
4. O -0.8310
5. C 0.1057
6. C -0.2318
7. C -0.1765
8. C -0.2745
9. C 0.0440
10. N -0.4820
11. H 0.2428
12. H 0.2045
13. H 0.2104
14. H 0.2063
15. C -1.0960
16. Si 0.6831
17. C -1.0960
18. C -1.0931
19. H 0.1908
20. H 0.2135
21. H 0.2128
22. H 0.1909
23. H 0.2128
24. H 0.2058
25. H 0.1900
26. H 0.2025
27. H 0.2126



4.
C9H13N3 | ωB97M-V with the def2-TZVPD basis set

Properties
- Kohn-Sham gap (eV) = 8.9
- charge = 0
- energy (Eh) = -514.6735
- spin multiplicity = 1
- maximum force (eV/A) = 8.101
- structure (SMILES) = Cc1cccc(/N=N/N(C)C)c1

Geometry (Å):
C -3.580 -2.298 -0.036
C -1.866 -2.083 -0.265
C -1.083 -2.899 0.433
C 0.092 -2.589 0.899
C 0.500 -1.374 0.655
C -0.099 -0.512 -0.398
N 0.167 1.004 -0.405
N 1.199 1.308 0.165
N 1.820 2.452 -0.203
C 2.819 2.926 0.828
C 1.012 3.381 -1.219
C -1.279 -0.876 -0.805
H -3.475 -3.211 0.665
H -4.244 -1.544 0.808
H -4.366 -2.148 -1.063
H -1.477 -3.742 1.174
H 0.722 -3.279 1.841
H 1.534 -1.008 1.078
H 3.597 3.563 0.252
H 2.560 3.737 1.547
H 3.240 2.090 1.262
H 1.424 4.376 -1.444
H 0.070 3.008 -0.564
H 0.947 2.766 -2.011
H -1.933 -0.009 -0.995

Atomic forces in eV per Å
-0.469 1.678 0.629
-4.233 2.212 -1.334
-5.157 -5.570 2.612
5.731 -2.108 4.777
5.736 5.286 -2.185
3.225 1.750 5.469
-1.114 -2.596 -2.598
3.100 0.318 0.846
0.270 1.399 0.635
-0.144 3.618 -3.292
-0.709 -1.825 6.256
-5.037 -0.626 0.197
-1.138 0.710 -2.059
2.747 -1.457 -2.521
2.753 -1.321 3.093
-0.195 1.270 -2.428
-2.150 2.091 -3.281
-2.314 -0.554 -0.672
-0.794 -1.578 0.523
-0.976 -1.040 -0.068
0.852 -1.583 0.988
-0.432 -0.478 0.868
0.600 2.913 -2.279
-0.178 -1.731 -3.221
0.024 -0.778 -0.955

Here is what natural (NBO) gives for the atomic charges, in e:
1. C -0.6670
2. C 0.0216
3. C -0.2582
4. C -0.1941
5. C -0.2269
6. C 0.1154
7. N -0.3095
8. N -0.0046
9. N -0.2172
10. C -0.4070
11. C -0.4753
12. C -0.2354
13. H 0.2285
14. H 0.2161
15. H 0.2451
16. H 0.2067
17. H 0.2085
18. H 0.2267
19. H 0.1937
20. H 0.1943
21. H 0.2194
22. H 0.2272
23. H 0.2562
24. H 0.2060
25. H 0.2296